3 unconnected molecules or ions with the total composition C22H46N6O in a non-equilibrium geometry, computed with wB97M-V/def2-TZVPD.

Last column: Mulliken charge in e.
Positions of all 75 atoms, in Å:
1 H 4.7957 -5.9768 5.6842  0.25
2 H 2.4599 0.8960 -0.0200  0.30
3 H -5.5406 3.7830 0.7713  0.23
4 C -1.3461 2.6010 -3.2794  -0.09
5 C -2.2994 5.0935 -2.9541  -0.05
6 N -2.3443 6.1513 -2.1763  -0.54
7 C -2.4199 3.7289 -3.8526  0.38
8 C 3.9458 -2.5159 -2.0923  -1.38
9 C -3.9403 3.1614 -4.0687  -0.80
10 C 3.1720 -2.8943 5.9400  -1.11
11 H -3.8246 2.0148 -4.3816  0.33
12 H 0.1497 -2.3366 -0.8458  0.38
13 H 2.7083 -2.2103 0.8543  0.19
14 H 1.3612 -3.3041 1.1562  0.43
15 H 6.0907 -5.0031 2.1893  0.43
16 H -4.3834 3.6988 -5.0135  0.39
17 O -6.8699 4.7001 -4.4365  -0.58
18 H 3.6131 -7.2414 6.0072  0.38
19 H 0.0653 -0.1218 -1.6588  0.23
20 H 1.5276 -3.3227 -1.1922  0.40
21 H -1.2318 1.7932 -4.1451  0.37
22 H 3.8277 -3.2984 -1.3365  0.22
23 H -7.0652 3.3965 -1.2355  0.29
24 H -6.3242 7.4061 -2.5975  0.23
25 H 3.5460 -2.8845 -3.0427  0.32
26 H 5.2275 -6.2801 3.0463  0.32
27 H 5.0204 -2.3493 -2.2237  0.43
28 H 4.4465 -5.4299 1.6939  0.31
29 H -6.1915 7.3861 -4.5551  0.32
30 C 5.1058 -5.3077 2.5595  -1.47
31 C 1.1477 0.0043 -1.5293  -0.58
32 H -4.6376 7.1501 -3.4274  0.21
33 C -6.5018 4.4368 -1.2575  -0.41
34 H 2.9189 -3.5772 6.7524  0.23
35 H -2.0139 4.0113 -4.9393  0.46
36 H 4.2596 -2.7917 5.8908  0.27
37 H 5.2439 -4.1707 4.3761  0.25
38 H 2.7658 -1.9141 6.2111  0.44
39 H -6.3972 5.5619 0.8378  0.30
40 C 2.5696 -3.3463 4.6135  -0.55
41 C 4.5651 -4.2532 3.5208  -0.40
42 H 1.4993 -3.5390 4.7601  0.42
43 H 3.5529 -0.4572 -2.4142  0.45
44 C -6.1004 5.2689 -3.4785  0.24
45 H 1.1033 -1.5701 1.2598  0.25
46 H -1.8857 2.7031 -1.2651  0.31
47 H 1.0326 1.8481 -0.4205  0.41
48 H 4.6091 -3.2928 2.9951  0.47
49 C -5.7989 6.9128 -3.5477  -0.78
50 H -7.2882 5.3127 -1.4497  0.34
51 C 1.2449 -2.3497 -0.7714  -1.04
52 H -2.6212 1.3540 -2.0823  0.29
53 N 3.1849 -4.4978 3.9472  0.26
54 C 2.9174 -5.7962 4.5692  -0.72
55 H 3.3757 -5.6432 6.6953  0.26
56 H -4.2819 2.7591 -1.8109  0.22
57 H 3.0745 -6.5763 3.8139  0.39
58 C 3.7264 -6.1699 5.8063  -0.96
59 N -1.7721 1.9520 -1.9807  -0.46
60 N -5.4357 4.5293 -2.3400  0.38
61 C -4.8958 3.1773 -2.7408  -0.73
62 C 1.3974 0.8267 -0.2691  -1.07
63 H -5.7527 2.3695 -2.9352  0.30
64 C 3.2670 -1.2144 -1.6756  -0.32
65 H 1.4610 0.6065 -2.3916  0.33
66 C 0.1077 3.4185 -3.1624  0.01
67 H 0.8597 0.4230 0.5901  0.25
68 H -4.7369 5.2646 -0.0731  0.22
69 C 1.6337 -2.3442 0.7028  -0.68
70 C -5.7963 4.7911 0.1940  -0.87
71 N 1.8053 -1.3019 -1.6274  0.20
72 H 3.6842 -0.8870 -0.7175  0.25
73 H 2.6050 -2.4959 3.9208  0.19
74 H 1.8494 -5.8731 4.8116  0.35
75 N 1.1725 4.0468 -2.7560  -0.50

The value obtained for the total energy is -34539.26832 eV. The SMILES is CCN(CC[C@@H](C#N)[C@H](N)C#N)C(C)=O.CCN(CC)CC.CCN(CC)CC. As for the HOMO energy: -7.96 eV. Its HOMO-LUMO gap is 8.2416 eV.

---

A molecular structure, C22H47AlClF6OP2 in a non-equilibrium geometry, computed with wB97M-V/def2-TZVPD.

Last column: Mulliken charge in e.
Positions of all 80 atoms, in Å:
1 P 1.1687 2.4284 0.9619  1.12
2 O 0.1212 -0.9201 -0.2716  -0.85
3 C 1.5349 -3.4756 -0.0732  -1.35
4 F -1.1691 -2.7129 4.2397  -0.33
5 H -4.8391 -1.8866 2.1611  0.51
6 H -2.0472 -2.2069 -0.2332  -0.29
7 C 0.8723 -1.2256 -3.5913  0.73
8 H 2.7575 2.2514 4.4014  0.47
9 H -1.3602 5.1754 0.5187  0.51
10 H 1.6627 3.7340 -1.7005  0.27
11 C 0.9814 0.6915 3.2023  -1.37
12 C -2.1423 -2.9917 -0.9946  -1.12
13 C 0.1341 0.0270 -4.1061  -1.61
14 Al 0.1272 0.8897 -0.5204  0.49
15 H -3.2235 -3.1451 -1.1436  0.57
16 C -0.6234 4.4288 0.1969  -1.29
17 H 2.0556 -2.5986 0.3321  0.11
18 C -3.8118 -1.9712 1.7648  -1.56
19 H 0.5001 1.1238 4.0885  0.39
20 C -1.6229 -2.5270 2.9687  0.76
21 H 0.6021 -3.6460 0.4844  0.12
22 H 2.2543 -3.0930 -2.0507  0.54
23 H 0.1404 4.9256 -0.4123  0.24
24 H 0.5114 4.4571 2.0461  0.53
25 H -0.4252 -0.2065 -5.0245  0.47
26 H -2.0214 -1.4025 -4.0990  0.25
27 F -1.8114 -3.7758 2.4244  -0.34
28 H 0.1895 0.2791 2.5666  -0.18
29 C -0.0595 3.7338 1.4402  0.50
30 H -0.5504 0.4811 -3.3768  0.16
31 H 1.6158 -5.4411 -2.0007  0.49
32 C -2.8169 -1.6990 2.7957  0.03
33 F -1.8941 -0.1569 4.3467  -0.32
34 H 3.8342 5.0939 0.4724  0.49
35 H -1.6638 2.2931 1.7954  0.17
36 H 2.1779 -4.3502 0.1091  0.55
37 H -1.7334 -3.9319 -0.5987  0.12
38 F -4.0397 -0.5971 4.5080  -0.33
39 H -1.1525 3.7087 -0.4379  0.07
40 H 2.8341 4.8129 1.8999  0.32
41 C 0.9875 -2.2994 -4.6899  -1.68
42 C 1.8972 1.7022 2.4989  0.81
43 H -1.3557 -3.4617 -2.9325  0.63
44 H 3.3475 3.2499 3.0745  0.34
45 H -3.3786 -1.9662 -3.1291  0.52
46 C 2.6218 3.3941 -1.2860  -1.48
47 H 3.4606 2.7123 0.5737  0.45
48 H -0.0777 -5.0529 -1.6421  0.28
49 C -1.4892 -2.5622 -2.3089  0.50
50 C -2.3608 -1.5648 -3.0698  -1.54
51 H 2.7536 1.1434 2.0764  0.48
52 C 2.6156 3.3458 0.2481  0.63
53 C 2.4581 2.7491 3.4698  -1.72
54 H 2.1054 5.4715 0.4142  0.28
55 Cl -1.9816 1.3888 -0.7346  -0.51
56 H 0.6161 -4.6577 -3.2365  0.28
57 H 2.8411 2.4127 -1.7162  0.32
58 H -0.1911 -1.3173 0.5851  0.24
59 H -3.7105 -1.2692 0.9184  0.08
60 H 0.8867 0.7892 -4.3575  0.32
61 H 1.0144 1.1931 -1.8264  -0.41
62 H 1.5786 -0.1684 3.5414  0.51
63 H 3.4046 4.0936 -1.6178  0.50
64 H -2.4057 -0.6052 -2.5455  0.10
65 H 1.3291 -1.8175 -5.6140  0.52
66 F -3.3081 0.5995 2.8221  -0.31
67 H -3.6762 -2.9816 1.3762  0.29
68 C 0.8221 -4.6986 -2.1606  -1.65
69 C -1.1928 3.1532 2.2870  -1.48
70 C 2.8414 4.7589 0.8065  -1.71
71 H 1.8849 -0.9164 -3.2749  0.51
72 H -1.9739 3.9186 2.3965  0.52
73 H 1.7182 3.5145 3.7351  0.29
74 H -0.8707 2.8496 3.2894  0.18
75 C -3.0031 -0.4902 3.6205  0.76
76 C 1.2894 -3.3595 -1.5834  0.32
77 P 0.2063 -1.9601 -2.0336  0.39
78 H 1.7099 -3.0838 -4.4338  0.31
79 H 0.0138 -2.7692 -4.9032  0.24
80 F -0.4961 -2.0121 2.2722  -0.17

The value obtained for the total energy is -79628.55880 eV. As for the HOMO energy: -1.83 eV. Its HOMO-LUMO gap is 4.1500 eV. As for the net charge: -1. The energy relative to the best compared isomer or geometry (same formula, charge and spin) comes out at 0.000 eV.

---

A molecular structure, C22H47AsF6O12PS4 in a non-equilibrium geometry, computed with wB97M-V/def2-TZVPD.

Last column: Mulliken charge in e.
Positions of all 93 atoms, in Å:
1 C -9.2727 -9.3059 30.1528  -0.42
2 C -18.8931 -3.8559 30.3140  -0.75
3 H -16.9786 -15.3094 44.1201  0.43
4 C -7.2957 -2.7947 38.7743  -0.60
5 C -17.2419 -13.4004 48.5425  -0.14
6 H -10.0424 -8.2053 28.5422  0.34
7 H -16.3503 -12.9734 49.0017  0.32
8 C -18.0881 -4.9210 29.6545  -0.58
9 H -20.8201 -3.9669 29.8691  0.25
10 C -7.6962 -14.2475 39.8002  -0.58
11 H -5.8657 -4.4892 38.8072  0.28
12 H -6.7556 -2.1829 39.4969  0.31
13 O -8.5532 -16.7066 40.5124  -0.62
14 H -18.9894 -2.5046 27.7963  0.35
15 C -19.6000 -3.3514 28.1098  -0.79
16 O -17.2512 -13.7385 47.2221  -0.21
17 O -19.0129 -5.9389 27.3393  -0.61
18 H -17.0133 -4.9927 29.8214  0.39
19 H -10.0402 -13.7118 41.7931  0.34
20 C -9.4397 -8.0087 29.4288  -0.88
21 H -9.9967 -7.1633 29.8327  0.49
22 H -18.2839 -2.9636 30.4581  0.27
23 C -17.3685 -10.8059 44.8367  -0.22
24 O -16.2992 -13.5642 44.9210  -0.30
25 O -5.2220 -0.6572 37.6984  -0.62
26 F -12.5530 -7.0776 36.2180  -0.55
27 H -16.7436 -8.7540 44.6099  0.41
28 C -6.4907 -3.9140 38.1240  -0.64
29 H -7.0772 -13.5155 40.3189  0.32
30 H -18.2713 -10.7461 44.2290  0.42
31 C -5.4865 -3.2844 37.1648  -0.61
32 C -9.9706 -14.5847 41.1441  -0.65
33 H -8.8769 -12.5610 39.5864  0.26
34 H -10.5449 -15.4331 41.5163  0.38
35 O -15.2294 -12.2531 46.9345  -0.76
36 O -6.8892 -7.1353 29.7499  -0.59
37 H -4.4591 -3.0911 37.4733  0.41
38 H -18.4958 -5.8395 30.0768  0.32
39 S -7.7041 -7.6054 28.7058  1.03
40 F -13.2270 -7.3251 38.7122  -0.52
41 C -8.4055 -10.1539 29.4032  -0.60
42 C -7.3578 -9.3881 28.4992  -0.58
43 H -18.6402 -13.4714 42.5020  0.33
44 P -16.4740 -12.7513 46.2907  1.03
45 H -11.0159 -13.4306 39.6628  0.38
46 O -6.1436 -1.2609 35.3860  -0.64
47 H -7.1147 -4.5992 37.5504  0.34
48 O -17.0976 -4.1789 27.2452  -0.63
49 H -8.8790 -9.0097 31.1252  0.26
50 H -10.4714 -15.0320 39.0675  0.31
51 H -7.8447 -10.7690 30.1070  0.26
52 F -14.9277 -6.6060 35.6446  -0.49
53 O -7.8483 -6.9168 27.3836  -0.65
54 F -14.3695 -8.7086 37.1096  -0.49
55 C -7.6256 -1.7824 37.6672  -0.68
56 H -8.0075 -0.7759 37.8381  0.44
57 H -18.1208 -12.7743 48.6963  0.28
58 H -19.0266 -4.0807 31.3721  0.45
59 H -8.2699 -2.3902 37.0320  0.31
60 H -8.0934 -3.2908 39.3272  0.35
61 C -17.6241 -13.5672 42.8849  -1.07
62 As -14.1394 -6.9552 37.1918  1.97
63 C -10.2160 -14.1706 39.6847  -0.64
64 C -17.3140 -14.2801 44.2470  -0.20
65 H -16.6859 -11.2372 44.1045  0.18
66 H -18.1894 -15.3332 48.9277  0.33
67 H -17.6035 -14.4688 50.2605  0.41
68 H -17.2707 -9.1710 46.2990  0.31
69 H -16.4903 -15.3611 49.1485  0.32
70 F -13.7929 -5.2311 37.3789  -0.49
71 H -18.2516 -14.2533 44.8023  0.22
72 H -8.7090 -13.4500 38.0992  0.34
73 F -15.5894 -6.7609 38.0760  -0.45
74 H -15.7014 -9.6346 45.6286  0.28
75 C -16.7589 -9.5074 45.3973  -1.22
76 C -19.9944 -3.3008 29.6190  -0.46
77 C -17.3535 -14.6999 49.2251  -1.38
78 H -7.0462 -14.8062 39.1268  0.40
79 H -17.1862 -14.1605 42.0821  0.32
80 O -17.6203 -11.6443 45.9608  -0.35
81 S -18.3125 -4.7587 27.8389  1.03
82 H -10.3163 -9.5696 30.3243  0.34
83 S -8.3572 -15.4057 41.1561  1.02
84 S -6.0280 -1.5139 36.8397  1.04
85 C -8.8434 -13.5695 39.1742  -0.63
86 H -5.5661 -3.8388 36.2296  0.31
87 H -8.9960 -10.9115 28.8880  0.30
88 H -6.3343 -9.6226 28.7915  0.38
89 H -20.2082 -2.3016 29.9984  0.31
90 H -7.5364 -9.5684 27.4392  0.32
91 O -7.7064 -15.2730 42.4425  -0.63
92 H -17.0257 -12.6701 42.7262  0.29
93 H -20.4015 -3.3361 27.3712  0.43

The value obtained for the total energy is -177922.59134 eV. As for the HOMO energy: -8.73 eV. Its HOMO-LUMO gap is 10.6764 eV. As for the net charge: -1. The energy relative to the best compared isomer or geometry (same formula, charge and spin) comes out at 3.728 eV.

---

5 unconnected molecules or ions with the total composition C22H47BN2O17P4 in a non-equilibrium geometry, computed with wB97M-V/def2-TZVPD.

Last column: Mulliken charge in e.
Positions of all 93 atoms, in Å:
1 O -5.6523 0.9017 8.3818  -0.31
2 C 6.9061 -0.2102 -0.4104  -1.15
3 H -2.0105 0.0451 5.1520  0.26
4 H 8.2236 -3.8143 -5.2499  0.38
5 O 3.3205 0.7871 -0.2257  -0.69
6 H -8.9990 -0.2148 7.7706  0.34
7 C -0.1913 2.2683 -0.8247  -0.59
8 O -3.1796 1.1364 -7.4770  -0.28
9 O -0.1787 0.0554 -6.3696  -0.26
10 C 9.8563 -4.4997 -0.8757  -0.25
11 O 3.0845 2.8979 -1.3269  -0.34
12 O -1.9745 1.2652 -5.4518  -0.63
13 H 1.6902 3.9374 -2.4818  0.29
14 H 7.3301 0.1189 0.5474  0.35
15 C 8.0250 -3.7057 -1.8291  0.44
16 O -2.2039 1.8893 1.3794  -0.39
17 H -5.1916 0.3555 3.2826  0.30
18 N 8.6766 -3.9702 -0.6569  -0.41
19 C 5.6845 -1.1503 -0.1588  0.18
20 H -4.1875 1.5900 -9.2120  0.25
21 C 6.7315 -3.0830 -1.7486  0.23
22 H 6.0017 -2.7251 -5.0514  0.38
23 H -3.1177 0.1787 -9.3332  0.28
24 H 5.5872 -3.1675 1.4036  0.34
25 O -2.3198 -0.9241 -6.7415  -0.32
26 O -1.9804 1.7210 3.9367  -0.32
27 H -4.8063 -1.1758 2.4721  0.31
28 H 3.3577 4.5455 -2.5270  0.27
29 H -0.8273 1.4495 -0.4965  0.25
30 C -4.4378 -0.4215 3.1676  -0.64
31 H -4.4377 4.8713 3.7394  0.30
32 H 0.9517 -1.1763 -3.0271  0.33
33 H 1.1890 0.5323 -3.4486  0.35
34 O -3.2404 3.4275 2.8922  -0.36
35 C 6.0338 -2.7548 -2.8837  -0.52
36 H 6.5647 0.6385 -1.0219  0.29
37 H -8.7275 -1.8195 7.0689  0.25
38 H 10.4638 -4.7480 0.0026  0.39
39 O -5.8245 0.8835 5.8172  -0.40
40 C -8.3078 -1.0569 7.7229  -0.74
41 H 2.9469 3.0619 -3.4050  0.28
42 P -1.7361 0.6113 -6.7672  1.08
43 H -7.2268 0.5098 9.7107  0.33
44 N 9.7883 -4.5384 -3.2890  -0.65
45 C -2.3921 1.0683 5.1398  -0.09
46 H -0.1614 2.2946 -1.9181  0.34
47 O 1.3631 0.0442 -1.4046  -0.37
48 H -3.4777 1.0512 5.2493  -0.20
49 O -3.1918 0.1132 2.6631  -0.37
50 H -5.6732 0.9538 10.4327  0.26
51 O 5.7613 -3.6567 0.5871  -0.55
52 C 7.8055 -3.6200 -4.2587  -0.44
53 H -4.2638 -0.8935 4.1342  0.25
54 H 5.2182 -1.0170 0.8279  0.36
55 H -0.6215 3.2000 -0.4659  0.25
56 P 2.3106 1.4099 -1.1201  1.17
57 P -6.6243 0.9648 7.0641  0.80
58 O -6.7033 2.6423 7.1730  -0.26
59 C -4.3661 3.7859 3.7141  -0.60
60 H 11.4058 -5.2324 -2.2137  0.37
61 H -5.2906 3.3822 3.2975  0.30
62 P -2.9794 1.7817 2.6401  0.79
63 H -7.7352 4.2834 7.8661  0.25
64 H 0.5551 0.5562 -8.2857  0.36
65 B 6.0392 -2.6958 -0.3548  0.48
66 H -5.8786 -0.6554 9.7253  0.25
67 C 6.5863 -3.0288 -4.1824  -0.63
68 H -4.2289 3.4149 4.7339  0.22
69 C 10.4025 -4.7981 -2.1613  -0.23
70 H -1.2991 -1.4956 -8.4822  0.34
71 H -8.1904 -1.4806 8.7210  0.29
72 O -7.0128 -0.6675 7.2085  -0.32
73 C 0.8483 0.0146 -7.3855  -0.81
74 C 0.7682 -0.1500 -2.7089  -0.82
75 H 4.9431 -0.9265 -0.9438  -0.35
76 H -2.4349 1.8314 -9.3016  0.30
77 H -1.0112 -2.4990 -7.0376  0.24
78 C 2.7448 3.6469 -2.5048  -0.67
79 H -0.3085 0.0082 -2.6482  0.33
80 H 5.0522 -2.2866 -2.7756  0.40
81 H -8.7502 2.8705 7.5348  0.33
82 H 1.0621 -1.0231 -7.6473  0.33
83 H -2.5533 -2.6010 -7.9003  0.25
84 H 7.7163 -0.6891 -0.9835  0.29
85 C -1.7587 -1.9248 -7.5886  -0.68
86 O 1.1209 2.1209 -0.2613  -0.34
87 C -3.2238 1.1840 -8.9137  -0.68
88 H -7.7079 2.9081 8.9871  0.28
89 H 1.7555 0.4651 -6.9843  0.23
90 H -1.9674 1.6059 5.9869  0.26
91 C 8.5597 -3.9692 -3.1056  0.32
92 C -7.7903 3.1999 7.9361  -0.71
93 C -6.1438 0.3984 9.6230  -0.72

The value obtained for the total energy is -99191.53641 eV. The SMILES is CCB(O)c1cccc2nccnc12.COP(=O)(OC)OC.COP(=O)(OC)OC.COP(=O)(OC)OC.COP(=O)(OC)OC. As for the HOMO energy: -8.48 eV. Its HOMO-LUMO gap is 6.2767 eV.